Entry 1:
60
Properties=species:S:1:pos:R:3:lowdin_charge:R:1 method="wB97M-V/def2-TZVPD" total_charge=-1 multiplicity=2 homo_lumo_gap_ev="4.35 / 4.84" homo_energy_ev="-2.35 / -2.81" e_lumo_ev="1.9997 / 2.0288"
Yb 0.292 -1.601 0.463 0.994
N -0.957 -5.398 -0.018 -0.029
C -0.733 -4.052 0.036 -1.360
S -0.167 -3.648 1.615 0.537
N -1.044 -3.342 -1.020 -0.179
N -0.944 -1.931 -1.051 -0.101
C -0.141 -1.544 -1.985 -0.227
C 0.119 -0.116 -2.240 -0.186
C -0.222 0.363 -3.518 -0.004
C -0.025 1.702 -3.831 -0.102
C 0.522 2.544 -2.871 -0.063
C 0.873 2.038 -1.609 -0.004
C 0.696 0.690 -1.234 -0.447
O 1.046 0.253 -0.087 -0.222
H -1.005 -5.684 0.954 0.046
H -1.807 -5.549 -0.535 0.089
H 0.352 -2.262 -2.662 0.150
H -0.666 -0.312 -4.241 0.125
H -0.304 2.085 -4.805 0.090
H 0.681 3.595 -3.082 0.102
H 1.304 2.714 -0.872 0.129
O 3.738 -2.289 -4.709 0.070
C 3.006 -1.917 -3.620 -0.296
C 2.772 -0.581 -3.327 0.040
C 2.018 -0.295 -2.202 -0.107
N 1.504 -1.235 -1.384 -0.120
C 1.755 -2.548 -1.703 -0.488
Br 1.068 -4.008 -0.599 1.165
C 2.499 -2.923 -2.810 -0.055
H 4.030 -1.494 -5.186 0.113
H 3.156 0.223 -3.943 0.119
H 1.801 0.732 -1.920 0.081
H 2.687 -3.963 -3.046 0.112
N -5.137 4.060 2.114 0.066
C -4.172 3.073 2.379 -0.340
C -4.484 1.722 2.190 -0.045
C -3.572 0.727 2.548 -0.059
C -2.359 1.086 3.137 -0.267
C -2.065 2.421 3.405 -0.063
C -2.984 3.409 3.040 -0.043
S -1.193 -0.215 3.634 0.596
O -0.596 0.325 4.855 -0.339
O -2.107 -1.332 3.899 -0.352
N -0.258 -0.466 2.377 -0.218
C 0.963 0.209 2.128 -0.389
N 1.985 -0.276 1.226 -0.045
C 3.110 0.443 1.120 -0.126
C 3.323 1.611 1.806 -0.086
C 2.289 2.031 2.611 -0.147
N 1.120 1.380 2.765 0.126
H -5.770 3.789 1.369 0.079
H -4.721 4.972 1.957 0.078
H -5.437 1.429 1.762 0.101
H -3.810 -0.320 2.387 0.111
H -1.132 2.678 3.899 0.102
H -2.757 4.443 3.277 0.100
H 3.859 0.033 0.452 0.118
H 4.243 2.167 1.722 0.089
H 2.370 2.943 3.193 0.095
H 1.389 -2.590 1.786 -0.111

---

Entry 2:
57
Properties=species:S:1:pos:R:3:lowdin_charge:R:1 method="wB97M-V/def2-TZVPD" total_charge=-1 multiplicity=3 homo_lumo_gap_ev="6.36 / 6.43" homo_energy_ev="-3.95 / -4.03" e_lumo_ev="2.4119 / 2.3976" e_above_lowest_kcal_mol=185.18
V -0.121 0.897 1.497 0.696
O 0.952 -2.204 -0.180 -0.059
C 0.546 -2.856 1.010 -0.261
C 0.060 -1.893 2.048 -0.273
N -0.288 -0.398 4.201 -0.328
C -1.591 -0.081 3.667 -0.300
C -2.060 -0.586 2.284 -0.520
O -3.150 -0.370 1.828 0.098
O -1.119 -1.184 1.475 -0.088
C 1.778 1.246 3.972 -0.153
C 1.250 2.570 3.417 -0.634
O 1.699 3.599 3.897 0.033
O 0.337 2.538 2.491 -0.152
H 1.267 -2.867 -0.799 0.085
H 1.387 -3.383 1.484 0.118
H -0.233 -3.603 0.781 0.114
H 1.614 -1.180 3.910 0.074
H -0.272 -2.444 2.928 0.103
H -1.900 0.987 3.679 0.109
H -2.308 -0.557 4.352 0.119
H 2.865 1.223 3.936 0.092
H 1.377 1.082 4.967 0.077
Cl 3.551 1.119 -1.619 0.617
C 3.583 0.312 -0.069 -0.603
C 4.767 -0.273 0.348 -0.142
C 4.850 -0.938 1.567 -0.119
C 3.715 -0.980 2.378 -0.119
C 2.571 -0.393 1.929 -0.309
Cl 1.040 -0.243 3.025 0.842
C 2.389 0.256 0.686 -0.441
N 1.189 0.768 0.296 -0.079
H 5.634 -0.201 -0.296 0.089
H 5.782 -1.390 1.880 0.085
H 3.734 -1.452 3.362 0.099
C -2.703 1.962 -1.900 -0.040
C -1.900 1.275 -1.011 -0.088
N -1.611 1.766 0.199 0.014
C -2.099 2.953 0.534 -0.079
C -2.801 3.773 -0.337 -0.212
C -3.149 3.237 -1.567 -0.012
C -3.016 5.178 0.052 -0.045
C -2.024 5.958 0.486 -0.028
C -0.592 5.564 0.562 -0.291
C 0.212 6.007 1.599 -0.008
C 1.530 5.575 1.607 -0.137
N 2.021 4.779 0.667 0.107
C 1.159 4.382 -0.265 -0.184
N -0.111 4.748 -0.384 0.142
H -2.931 1.522 -2.861 0.102
H -1.453 0.319 -1.253 0.123
H -1.839 3.312 1.525 0.127
H -3.710 3.827 -2.281 0.114
H -4.016 5.590 -0.032 0.106
H -2.257 6.969 0.802 0.105
H -0.177 6.637 2.388 0.110
H 2.205 5.864 2.402 0.105
H 1.539 3.700 -1.018 0.098

---

Entry 3:
61
Properties=species:S:1:pos:R:3:lowdin_charge:R:1 method="wB97M-V/def2-TZVPD" total_charge=-2 homo_lumo_gap_ev=6.62 homo_energy_ev=-2.64 e_lumo_ev=3.9788 e_above_lowest_kcal_mol=31.96
Tl 0.731 0.027 1.153 0.744
O -5.613 2.346 3.537 0.035
C -5.611 1.124 3.062 -0.568
O -6.387 0.287 3.395 0.063
C -4.468 0.777 2.095 -0.063
C -4.177 -0.495 1.742 -0.049
N -3.157 -0.512 0.852 0.016
N -2.748 0.772 0.626 0.084
C -3.486 1.562 1.417 -0.158
C -3.184 3.024 1.568 -0.536
O -3.624 3.598 2.668 -0.038
O -2.389 3.491 0.746 -0.014
H -4.716 2.945 3.189 0.069
H -4.541 -1.392 2.083 0.102
H -2.732 -1.269 0.203 0.096
C 3.015 -1.855 -0.854 -0.199
Si 1.835 -2.809 -1.992 0.451
C 2.667 -2.651 -3.748 -0.206
C 1.778 -4.636 -1.899 -0.245
C 0.117 -1.962 -2.231 -0.312
C -0.266 -1.413 -3.409 -0.116
C -1.586 -0.935 -3.569 -0.078
C -2.430 -1.115 -2.452 -0.179
N -2.132 -1.695 -1.309 0.003
C -0.833 -2.143 -1.207 -0.810
S -0.204 -2.871 0.200 0.483
H 3.920 -2.455 -0.653 0.037
H 2.626 -1.489 0.100 -0.048
H 3.393 -0.997 -1.413 0.008
H 3.744 -2.845 -3.640 0.018
H 2.647 -1.636 -4.014 -0.018
H 2.290 -3.291 -4.592 0.040
H 0.871 -4.894 -2.517 0.042
H 1.552 -4.955 -0.859 0.001
H 2.674 -5.202 -2.408 0.062
H 0.340 -1.265 -4.242 0.075
H -1.986 -0.476 -4.448 0.076
H -3.428 -0.644 -2.551 0.107
Cl 6.032 2.190 6.690 0.573
C 4.960 1.428 5.543 -0.691
C 4.037 2.278 4.919 -0.165
C 3.149 1.669 4.063 -0.600
Cl 1.810 2.464 3.348 0.675
C 3.251 0.244 3.681 -0.507
O 2.418 -0.340 2.920 -0.344
C 4.289 -0.503 4.294 -0.554
Cl 4.596 -2.172 3.703 0.600
C 5.116 0.044 5.244 -0.147
H 3.817 3.247 5.365 0.101
H 5.838 -0.613 5.668 0.082
S 1.509 1.406 -1.729 0.505
C 0.048 2.064 -2.358 -0.782
N -1.064 2.352 -1.531 0.123
C -2.206 2.755 -2.072 -0.058
C -2.398 2.863 -3.442 -0.033
C -1.192 2.814 -4.130 -0.176
N -0.107 2.304 -3.657 0.042
H -1.158 2.245 -0.531 0.089
H -2.937 3.008 -1.386 0.093
H -3.241 3.129 -4.016 0.081
H -1.074 3.074 -5.216 0.120

---

Entry 4:
54
Properties=species:S:1:pos:R:3:lowdin_charge:R:1 method="wB97M-V/def2-TZVPD" total_charge=+1 homo_lumo_gap_ev="3.86 / 2.73" homo_energy_ev="-9.84 / -9.84" e_lumo_ev="-5.9834 / -7.1097" e_above_lowest_kcal_mol=40.11
Tl 0.300 -2.133 -0.078 1.018
Cl -6.378 -0.016 -4.154 0.785
C -5.229 -0.732 -3.112 -0.619
C -4.583 -1.954 -3.495 -0.051
C -3.567 -2.399 -2.702 0.056
C -3.055 -1.625 -1.534 -0.288
O -2.037 -2.093 -0.944 -0.161
C -3.876 -0.528 -1.083 -0.092
C -3.538 0.328 -0.005 -0.046
N -2.330 0.527 0.396 0.192
C -2.173 1.486 1.366 -0.147
C -2.995 2.636 1.518 0.038
C -2.647 3.604 2.487 -0.001
C -1.526 3.479 3.308 0.049
C -0.698 2.362 3.200 -0.129
C 0.508 2.229 3.928 0.061
C 1.211 1.042 3.717 0.020
C 0.609 -0.004 3.010 -0.077
N -0.532 0.084 2.326 0.144
C -1.117 1.300 2.296 -0.131
C -4.945 -0.120 -1.884 -0.027
H -4.882 -2.427 -4.424 0.122
H -3.022 -3.293 -2.977 0.133
H -4.349 0.900 0.439 0.133
H -3.669 2.909 0.705 0.126
H -3.217 4.550 2.512 0.133
H -1.288 4.206 4.050 0.130
H 0.881 3.017 4.529 0.120
H 2.183 0.782 4.113 0.123
H 1.077 -0.986 3.015 0.095
H -5.494 0.828 -1.695 0.135
C 5.936 -1.330 2.572 -0.056
N 5.132 -0.850 1.487 -0.085
C 5.726 -0.206 0.421 -0.058
C 4.982 0.283 -0.594 -0.001
C 3.566 -0.037 -0.597 -0.515
O 2.870 0.349 -1.591 -0.058
N 3.044 -0.646 0.450 0.125
C 3.686 -1.063 1.566 -0.488
O 3.205 -1.559 2.599 -0.025
H 5.687 -2.417 2.706 0.106
H 5.625 -0.803 3.512 0.102
H 6.993 -1.211 2.302 0.087
H 6.782 -0.021 0.576 0.120
H 5.345 0.833 -1.491 0.123
C -0.563 -0.883 -4.331 -0.075
C 0.638 -1.400 -3.485 -0.251
O 0.574 -0.718 -2.159 -0.354
H -0.863 -1.723 -4.958 0.068
H -0.229 -0.026 -4.933 0.079
H -1.365 -0.581 -3.638 0.057
H 1.569 -1.211 -4.013 0.112
H 0.552 -2.505 -3.298 0.104
H 1.487 -0.232 -1.933 0.038

---

| no. | total energy (Ha) |
| --- | --- |
| 1 | -6156.40677 |
| 2 | -3403.07406 |
| 3 | -4178.15199 |
| 4 | -2041.39126 |